{
  "formula": "C28H65N4O9",
  "method": "ωB97M-V/def2-TZVPD",
  "elements": ["C", "C", "C", "N", "N", "C", "C", "O", "C", "N", "N", "C", "C", "C", "C", "O", "O", "H", "H", "H", "H", "H", "H", "H", "H", "H", "H", "H", "H", "H", "H", "H", "H", "H", "C", "C", "C", "O", "H", "H", "H", "H", "H", "H", "H", "H", "C", "C", "C", "O", "H", "H", "H", "H", "H", "H", "H", "H", "C", "C", "C", "O", "H", "H", "H", "H", "H", "H", "H", "H", "C", "C", "C", "O", "H", "H", "H", "H", "H", "H", "H", "H", "C", "C", "C", "O", "H", "H", "H", "H", "H", "H", "H", "H", "C", "C", "C", "O", "H", "H", "H", "H", "H", "H", "H", "H"],
  "positions_angstrom": [[-1.9900, 0.7470, -4.5916], [-0.5174, 1.0118, -4.6142], [0.1562, 1.0500, -5.9482], [0.0616, 1.2381, -3.4783], [1.3512, 0.6270, -3.3141], [2.3065, 1.6937, -2.8338], [3.7011, 1.1780, -2.5754], [4.4613, 1.1003, -3.8522], [4.8705, 2.2845, -4.2000], [5.0692, 3.3882, -4.4484], [3.7435, -0.0411, -1.8484], [2.7080, -1.0136, -2.2295], [1.3220, -0.4064, -2.2275], [0.2263, -1.4287, -2.5234], [0.3906, -2.7273, -1.7574], [0.3597, -2.7321, -0.5619], [0.5659, -3.8757, -2.4577], [-2.3959, 1.2506, -3.7134], [-2.1774, -0.3252, -4.5685], [-2.4634, 1.2277, -5.4463], [1.1926, 1.3808, -5.9087], [0.1785, 0.0298, -6.3561], [-0.4328, 1.6219, -6.6592], [1.7064, 0.1404, -4.1463], [1.9125, 2.0637, -1.8906], [2.2638, 2.4974, -3.5641], [4.2015, 1.9348, -1.9676], [4.6596, -0.4646, -1.9352], [2.7583, -1.8463, -1.5312], [2.9633, -1.4170, -3.2241], [1.0784, 0.0976, -1.2961], [0.1329, -1.6568, -3.5904], [-0.7205, -1.0027, -2.1964], [1.2468, -3.7043, -3.1242], [0.7287, -2.0639, 3.7994], [-0.4475, -2.9790, 4.0909], [-0.1038, -4.4375, 3.8297], [-1.5586, -2.5909, 3.2779], [1.0161, -2.1398, 2.7449], [0.4623, -1.0246, 3.9864], [1.5943, -2.3141, 4.4144], [-0.7584, -2.8597, 5.1297], [0.1671, -4.5841, 2.7799], [-0.9635, -5.0763, 4.0344], [0.7298, -4.7656, 4.4520], [-1.2771, -2.6988, 2.3623], [-6.1978, -2.4773, 1.8525], [-5.2057, -1.8525, 0.8847], [-4.2286, -0.9402, 1.6087], [-5.9052, -1.1183, -0.1236], [-6.7891, -1.7021, 2.3474], [-6.8945, -3.1254, 1.3204], [-5.6883, -3.0652, 2.6170], [-4.6558, -2.6396, 0.3660], [-4.7583, -0.1171, 2.0966], [-3.5262, -0.4957, 0.9005], [-3.6627, -1.4855, 2.3656], [-6.3998, -0.4180, 0.3149], [1.0183, -0.8100, 7.7239], [1.9511, -0.1634, 6.7169], [2.9485, 0.7611, 7.3980], [1.1803, 0.5657, 5.7621], [0.4409, -0.0458, 8.2477], [0.3045, -1.4624, 7.2174], [1.5653, -1.4009, 8.4608], [2.4896, -0.9333, 6.1617], [2.4265, 1.5659, 7.9220], [3.6045, 1.2259, 6.6609], [3.5629, 0.2200, 8.1190], [0.6951, 1.2474, 6.2413], [6.3647, 8.8799, -5.2423], [5.0986, 8.1426, -4.8338], [5.2817, 6.6350, -4.9186], [4.0114, 8.5468, -5.6672], [6.6259, 8.6469, -6.2782], [6.2154, 9.9579, -5.1810], [7.2063, 8.6080, -4.6038], [4.8265, 8.4212, -3.8149], [5.5097, 6.3303, -5.9437], [4.3658, 6.1215, -4.6278], [6.0903, 6.2956, -4.2706], [4.2340, 8.3111, -6.5739], [-3.2321, 0.4664, 6.3634], [-2.7432, 1.0655, 7.6735], [-3.6962, 2.1327, 8.1871], [-1.4392, 1.6242, 7.4927], [-3.2965, 1.2377, 5.5904], [-2.5355, -0.2926, 6.0045], [-4.2157, 0.0096, 6.4797], [-2.6395, 0.2774, 8.4202], [-3.7752, 2.9535, 7.4688], [-3.3291, 2.5556, 9.1224], [-4.6929, 1.7242, 8.3569], [-1.5077, 2.3264, 6.8365], [-2.0210, -4.7919, -3.8001], [-2.9272, -4.4253, -4.9628], [-3.3381, -5.6480, -5.7653], [-2.2531, -3.4857, -5.8147], [-1.0985, -5.2540, -4.1611], [-1.7406, -3.8953, -3.2522], [-2.5073, -5.4836, -3.1120], [-3.8174, -3.9204, -4.5865], [-2.4593, -6.1420, -6.1894], [-3.9806, -5.3611, -6.5974], [-3.8727, -6.3669, -5.1444], [-1.4671, -3.9238, -6.1581]],
  "lumo_energy_ev": -3.55,
  "orbital_gap_ha": 0.2868,
  "multiplicity": 1,
  "largest_force_ev_per_a": 2.386,
  "total_charge": 1
}